--- A ---
12
Properties=species:S:1:pos:R:3:lowdin_charge:R:1 method="wB97M-V/def2-TZVPD" total_charge=0 homo_energy_ev=-9.71 smiles="C=C(F)CC" homo_lumo_gap_ev=10.6
C -0.9901 1.2773 -0.0235 0.0221
C -1.1837 -0.0753 -0.0973 -0.2762
F -2.4739 -0.7074 0.0479 -0.0493
C 0.0649 -1.0432 -0.1656 -0.1810
C 1.3216 -0.0824 0.0204 -0.1589
H -1.9452 1.9881 0.0823 0.1154
H 0.0821 1.4753 -0.4132 0.0180
H 0.2310 -1.4340 0.8427 0.0965
H 0.0158 -1.6313 -0.9873 0.0611
H 1.3065 -0.0742 1.3002 0.1372
H 1.3511 1.1382 -0.4184 0.1221
H 2.2200 -0.8310 -0.1882 0.0929

***

--- B ---
12
Properties=species:S:1:pos:R:3:lowdin_charge:R:1 method="wB97M-V/def2-TZVPD" total_charge=0 homo_energy_ev=-10.03 smiles="C=CCCF" homo_lumo_gap_ev=11.0
C -1.9214 -0.1189 -0.4129 -0.0151
C -0.8491 -0.0647 0.4464 -0.2456
C 0.3810 0.8113 0.1972 -0.2244
C 1.2501 -0.3030 -0.0448 -0.2428
F 2.7542 -0.0552 -0.2763 -0.1825
H -1.9541 1.0030 -0.9666 0.1220
H -2.6267 -0.9576 -0.5135 0.0515
H -0.7767 -1.0503 1.1602 0.1485
H 0.2230 1.4885 -0.6997 0.1334
H 1.0638 1.2553 1.1223 0.1828
H 1.4359 -1.0164 0.8736 0.1477
H 1.0199 -0.9919 -0.8860 0.1245

***

It is B that is the most stable of them.

***

--- A ---
23
Properties=species:S:1:pos:R:3:lowdin_charge:R:1 method="wB97M-V/def2-TZVPD" total_charge=0 homo_energy_ev=-9.10 smiles=c1ccccc1.c1ccncc1 homo_lumo_gap_ev=9.8
C -1.3174 0.7236 -1.8146 -0.1331
C -0.7615 0.1398 -0.7405 -0.1421
C -1.5305 -0.6887 0.1660 -0.0748
C -2.9398 -0.8154 -0.1099 -0.0766
C -3.3283 -0.4516 -1.4473 -0.1351
C -2.6202 0.3713 -2.3289 -0.0900
H -0.7354 1.5677 -2.2849 0.1118
H 0.2868 0.6790 -0.3693 0.0694
H -0.9583 -0.9273 1.1014 0.0882
H -3.5032 -1.3412 0.7654 0.1255
H -4.2991 -0.8648 -1.9223 0.1186
H -3.2076 1.0127 -3.0206 0.1097
C 1.9194 0.8340 0.2618 -0.1333
C 3.1666 0.2932 0.1828 -0.0667
C 3.4672 -0.6281 1.1655 -0.1906
N 2.8314 -0.9274 2.2968 0.0706
C 1.5277 -0.4464 2.2731 -0.1042
C 1.0576 0.4231 1.2657 -0.1439
H 1.5946 1.4817 -0.5524 0.1162
H 3.9763 0.5950 -0.5462 0.1340
H 4.4293 -1.1529 1.0028 0.1092
H 0.9636 -0.6497 3.1764 0.1024
H -0.0192 0.7722 1.4794 0.1347

***

--- B ---
23
Properties=species:S:1:pos:R:3:lowdin_charge:R:1 method="wB97M-V/def2-TZVPD" total_charge=0 homo_energy_ev=-9.32 smiles=c1ccccc1.c1ccncc1 homo_lumo_gap_ev=10.2
C -1.5395 2.0899 -0.5147 -0.1222
C -0.9503 2.1675 0.7148 -0.0816
C -1.3211 1.1653 1.6613 -0.0550
C -2.0867 0.0726 1.1681 -0.1273
C -2.5115 -0.0846 -0.1070 -0.0999
C -2.1940 0.9718 -0.9614 -0.1031
H -1.4551 2.9224 -1.1406 0.0909
H -0.4151 3.0976 0.9651 0.1136
H -1.1071 1.1373 2.7360 0.1050
H -2.4573 -0.6626 1.8412 0.0930
H -3.0157 -0.9839 -0.4164 0.1111
H -2.5497 0.8420 -1.9328 0.0880
C 0.9100 -0.5238 -0.3747 -0.0529
C 1.3930 -1.1694 0.7968 -0.0753
C 2.6115 -1.7817 0.7417 -0.1791
N 3.4449 -1.8724 -0.3024 0.0529
C 3.0417 -1.2944 -1.3899 -0.1592
C 1.7044 -0.7482 -1.5187 -0.0497
H -0.0866 0.0188 -0.5135 0.0791
H 0.8591 -1.0466 1.7149 0.0865
H 2.8178 -2.3973 1.6176 0.1031
H 3.6059 -1.4236 -2.2578 0.0788
H 1.3015 -0.4966 -2.5273 0.1032

***

It is B that is the most stable of them.

***

--- A ---
26
Properties=species:S:1:pos:R:3:lowdin_charge:R:1 method="wB97M-V/def2-TZVPD" total_charge=+1 homo_energy_ev=-13.51 smiles="C/C(F)=[NH+]/[C@@H]1C=CC(C(C)C)=N1" homo_lumo_gap_ev=9.5
C -4.2551 -0.2398 1.2225 0.0710
C -3.2104 0.1302 0.3184 -0.3110
F -3.6176 0.7787 -0.7346 0.2150
N -1.9790 -0.1047 0.4166 0.2467
C -0.9947 0.2068 -0.6294 -0.2905
C -0.6375 -0.7410 -1.7153 -0.0168
C 0.6509 -0.9959 -1.6982 0.0353
C 1.2262 -0.1940 -0.5832 -0.2407
C 2.5737 -0.1772 -0.0748 -0.3476
C 3.2500 1.2185 -0.4229 -0.0424
C 2.5001 -0.2175 1.4861 -0.0622
N 0.2550 0.4474 0.0486 0.1280
H -5.0921 -0.7174 0.6308 0.1562
H -4.6831 0.5805 1.5802 0.0659
H -4.0151 -0.8940 2.0573 0.1229
H -1.4457 -0.5882 1.1573 0.2148
H -1.3031 1.0574 -1.2531 0.1789
H -1.0834 -1.1704 -2.5595 0.1072
H 1.0673 -1.4657 -2.5643 0.1225
H 3.1967 -1.0117 -0.5281 0.1627
H 2.7008 2.0187 0.0995 0.0928
H 3.1787 1.2407 -1.5149 0.0771
H 4.3191 1.2556 -0.2205 0.0812
H 1.7156 0.5083 1.7470 0.0630
H 3.4713 0.2406 1.8287 0.1002
H 2.2113 -1.1659 1.9058 0.0698

***

--- B ---
26
Properties=species:S:1:pos:R:3:lowdin_charge:R:1 method="wB97M-V/def2-TZVPD" total_charge=+1 homo_energy_ev=-13.33 smiles="C/C(F)=[NH+]/[C@@H]1C=CC(C(C)C)=N1" homo_lumo_gap_ev=8.8
C -4.3096 -1.3181 0.1990 0.0490
C -3.3953 -0.2511 0.1676 -0.2589
F -3.8926 1.0061 0.3814 0.1447
N -2.1086 -0.3475 0.1450 0.2037
C -1.1543 0.7269 0.2162 -0.2750
C -0.6967 1.2463 -1.1335 0.0020
C 0.6294 1.1181 -1.1978 0.0342
C 1.0169 0.5157 0.0761 -0.2911
C 2.4295 0.2715 0.4894 -0.3959
C 2.6860 -1.2517 0.5238 -0.0782
C 3.5240 0.8835 -0.2961 -0.0971
N 0.0911 0.1919 0.8965 0.1660
H -5.1529 -1.1887 -0.4689 0.1214
H -4.9701 -1.2135 1.1993 0.1970
H -3.8807 -2.2621 0.1718 0.0854
H -1.7764 -1.2830 -0.2138 0.2270
H -1.5762 1.6515 0.6812 0.1818
H -1.3344 1.4935 -1.9742 0.1222
H 1.3183 1.3875 -2.0088 0.1310
H 2.4181 0.3817 1.6070 0.1608
H 2.8963 -1.8058 -0.4409 0.1069
H 1.9314 -1.7786 1.0695 0.0567
H 3.5414 -1.3244 1.2371 0.0952
H 3.5070 0.5963 -1.4137 0.1174
H 4.4688 0.5897 0.2434 0.0992
H 3.7895 1.9644 -0.1566 0.0944

***

It is A that is the most stable of them.